Record 1
Computed, not measured: 2 unconnected molecules or ions with the total composition C12H12 at a distorted geometry, with ωB97M-V/def2-TZVPD.

Geometry as XYZ:
```
24
Properties=species:S:1:pos:R:3
C 3.472 -0.243 -1.198
C 2.717 -1.247 -0.781
C 1.931 -1.174 0.421
C 2.130 -0.052 1.276
C 2.749 1.022 0.632
C 3.522 0.954 -0.522
H 4.210 -0.381 -2.004
H 2.738 -1.983 -1.274
H 1.562 -2.113 1.039
H 2.006 -0.033 2.482
H 2.696 1.869 1.259
H 3.966 1.879 -0.887
C -2.847 -1.001 0.787
C -2.209 0.146 1.231
C -2.184 1.288 0.405
C -2.781 1.237 -0.850
C -3.415 0.077 -1.300
C -3.457 -1.036 -0.476
H -2.859 -1.894 1.409
H -1.765 0.211 2.232
H -1.671 2.199 0.731
H -2.684 2.141 -1.484
H -3.869 0.066 -2.302
H -3.958 -1.932 -0.825
```

Computed properties:
Calculated total energy (a.u.): -464.36392
SMILES string: c1ccccc1.c1ccccc1
LUMO (eV): 0.980
Relative energy (zero: lowest compared OMol25 entry of this formula, charge and spin) (eV): 2.9428
Orbital gap (eV): 10.19
HOMO (eV): -9.2
M (g mol⁻¹): 156.2

Atom charges from the natural (NBO) analysis, given in e for atoms 1 to 2: number 1, C, carries -0.20; number 2, C, carries -0.19



Record 2
Computed, not measured: a molecular structure, C12H12Cl2CoN3S3, with ωB97M-V/def2-TZVPD.

Geometry as XYZ:
```
33
Properties=species:S:1:pos:R:3
Co 0.574 -2.721 0.525
Cl 2.745 -3.026 -0.298
C 3.020 -4.380 0.849
Cl 1.468 -4.757 1.650
H 3.734 -4.060 1.595
H 3.351 -5.245 0.293
S 0.451 2.072 -2.905
C 0.491 1.586 -1.346
S 0.239 -0.103 -0.926
C 0.520 0.235 0.761
N 0.733 1.465 0.997
N 0.699 2.233 -0.156
C 0.894 3.658 0.041
C 1.383 4.102 1.270
C 1.572 5.456 1.487
C 1.277 6.380 0.493
C 0.792 5.929 -0.721
C 0.598 4.573 -0.957
S 0.552 -1.031 1.965
H 1.615 3.394 2.047
H 1.954 5.788 2.444
H 1.426 7.439 0.664
H 0.556 6.635 -1.508
H 0.219 4.251 -1.912
C -3.864 -5.366 -0.752
C -3.629 -3.847 -0.821
C -2.267 -3.485 -0.435
N -1.204 -3.189 -0.138
H -4.907 -5.569 -0.979
H -3.646 -5.753 0.241
H -3.245 -5.889 -1.479
H -4.306 -3.307 -0.158
H -3.793 -3.467 -1.830
```

Computed properties:
Calculated total energy (a.u.): -4126.19769
LUMO (spin up / spin down) (eV): -3.341 / -4.558
Relative energy (zero: lowest compared OMol25 entry of this formula, charge and spin) (eV): 0.0425
Orbital gap (spin up / spin down) (eV): 6.98 / 5.77
HOMO (spin up / spin down) (eV): -10.3 / -10.3
Multiplicity: 4
Charge: +1
Expectation value of S²: 3.76
M (g mol⁻¹): 424.3

Atom charges from the natural (NBO) analysis, given in e for atoms 1 to 2: number 1, Co, carries 1.14; number 2, Cl, carries 0.05



Record 3
Computed, not measured: C12H12ClNO in the gas phase at a distorted geometry, with ωB97M-V/def2-TZVPD.

Geometry as XYZ:
```
27
Properties=species:S:1:pos:R:3
N -2.277 -0.567 0.597
C -1.125 -0.073 -0.161
C 0.102 -0.559 0.660
C 1.069 -1.389 0.076
C 2.225 -1.747 0.757
C 2.485 -1.266 2.046
C 1.487 -0.503 2.648
C 0.335 -0.137 1.989
Cl -0.787 0.794 2.919
C -1.166 1.497 -0.241
C -0.090 2.057 -1.191
C -0.090 1.396 -2.544
C -0.620 0.140 -2.712
C -1.191 -0.608 -1.605
O -1.773 -1.658 -1.912
H -2.182 -0.373 1.606
H -2.452 -1.545 0.396
H 0.959 -1.841 -0.905
H 3.015 -2.365 0.305
H 3.386 -1.523 2.554
H 1.651 -0.133 3.659
H -2.173 1.802 -0.579
H -1.062 1.970 0.726
H -0.278 3.141 -1.282
H 0.909 1.921 -0.736
H 0.304 1.973 -3.394
H -0.662 -0.404 -3.678
```

Computed properties:
Calculated total energy (a.u.): -1054.63666
SMILES string: N[C@]1(c2ccccc2Cl)CCC=CC1=O
LUMO (eV): 0.197
Relative energy (zero: lowest compared OMol25 entry of this formula, charge and spin) (eV): 0.0000
Orbital gap (eV): 9.01
HOMO (eV): -8.8
M (g mol⁻¹): 221.7

Atom charges from the natural (NBO) analysis, given in e for atoms 1 to 2: number 1, N, carries -0.84; number 2, C, carries 0.00



Record 4
Computed, not measured: a molecular structure, C12H12CoF12N3O8S5Si, with ωB97M-V/def2-TZVPD.

Geometry as XYZ:
```
54
Properties=species:S:1:pos:R:3
Co -0.118 0.577 0.149
F -2.039 -1.106 5.166
C -1.601 -0.084 4.438
F -2.627 0.550 3.883
F -0.930 0.747 5.220
S -0.507 -0.761 3.100
O -0.223 0.364 2.211
O 0.613 -1.360 3.737
N -1.553 -1.772 2.489
S -1.500 -2.203 0.995
O -0.419 -1.544 0.254
O -1.645 -3.599 0.787
C -3.035 -1.418 0.247
F -3.978 -1.198 1.143
F -3.518 -2.186 -0.720
F -2.686 -0.233 -0.306
C 4.567 -1.370 -4.207
Si 4.177 0.264 -3.338
C 5.178 0.470 -1.768
C 4.469 1.754 -4.455
C 2.266 0.262 -3.144
C 1.499 0.457 -4.294
C 0.122 0.568 -4.243
C -0.509 0.494 -3.007
N 0.179 0.308 -1.898
C 1.532 0.179 -1.946
S 2.177 -0.084 -0.362
H 5.635 -1.440 -4.427
H 4.027 -1.466 -5.151
H 4.299 -2.219 -3.575
H 6.226 0.653 -2.015
H 5.130 -0.397 -1.114
H 4.801 1.338 -1.225
H 5.537 1.939 -4.583
H 4.028 2.632 -3.977
H 4.030 1.644 -5.448
H 2.000 0.536 -5.252
H -0.467 0.721 -5.136
H -1.584 0.572 -2.904
F 1.196 2.763 2.528
C 0.037 3.414 2.466
F -0.801 2.933 3.377
F 0.242 4.692 2.729
S -0.721 3.226 0.751
O -1.728 2.195 0.836
O -1.092 4.536 0.341
N 0.448 2.576 -0.147
S 1.590 3.583 -0.686
O 1.914 4.583 0.273
O 2.634 2.802 -1.275
C 0.784 4.425 -2.171
F 1.630 4.338 -3.203
F 0.535 5.696 -1.941
F -0.339 3.786 -2.515
```

Computed properties:
Calculated total energy (a.u.): -6092.26450
LUMO (spin up / spin down) (eV): -0.576 / -3.722
Orbital gap (spin up / spin down) (eV): 9.71 / 7.20
HOMO (spin up / spin down) (eV): -10.3 / -10.9
Multiplicity: 5
Expectation value of S²: 6.03
M (g mol⁻¹): 801.6

Atom charges from the natural (NBO) analysis, given in e for atoms 1 to 2: number 1, Co, carries 1.47; number 2, F, carries -0.30



Record 5
Computed, not measured: a molecular structure, C12H12CuF12NO5PS5 at a distorted geometry, with ωB97M-V/def2-TZVPD.

Geometry as XYZ:
```
49
Properties=species:S:1:pos:R:3
Cu 10.865 10.037 6.230
S 11.575 8.367 4.822
C 11.721 6.934 5.894
C 12.517 6.699 6.946
C 12.208 5.591 7.749
C 11.138 4.733 7.324
C 10.345 5.004 6.261
C 10.636 6.151 5.595
S 9.853 7.060 4.344
H 13.304 7.344 7.267
H 12.853 5.333 8.576
H 10.935 3.961 7.969
H 9.430 4.415 5.925
F 12.784 14.284 9.400
C 12.907 13.630 8.223
F 14.230 13.329 8.092
F 12.642 14.471 7.244
S 11.933 12.080 8.249
O 12.185 11.617 6.917
O 12.304 11.253 9.345
N 10.545 12.726 8.435
S 9.437 12.825 7.366
O 9.623 11.876 6.274
O 8.143 12.950 7.958
C 9.461 14.522 6.487
F 9.853 15.533 7.201
F 8.194 14.762 6.202
F 10.123 14.498 5.318
F 6.097 6.509 7.466
P 6.202 5.396 6.346
F 4.896 4.674 6.949
F 5.310 6.262 5.416
F 6.303 4.240 5.185
F 7.118 4.445 7.331
F 7.554 6.048 5.746
O 10.212 9.518 8.031
S 9.085 8.451 7.897
C 8.034 8.728 9.309
C 7.460 10.104 9.040
C 6.954 10.160 7.595
C 7.866 9.215 6.833
H 8.565 8.559 10.218
H 7.220 7.925 9.120
H 8.208 10.916 9.231
H 6.635 10.288 9.772
H 6.957 11.135 7.162
H 5.891 9.880 7.428
H 8.445 9.836 6.113
H 7.436 8.354 6.250
```

Computed properties:
Calculated total energy (a.u.): -6066.88405
LUMO (eV): 1.295
Relative energy (zero: lowest compared OMol25 entry of this formula, charge and spin) (eV): 0.0000
Orbital gap (eV): 7.83
HOMO (eV): -6.5
Charge: -1
M (g mol⁻¹): 733.1

Atom charges from the natural (NBO) analysis, given in e for atoms 1 to 2: number 1, Cu, carries 0.84; number 2, S, carries 0.08



Record 6
Computed, not measured: C12H12FN3O in the gas phase at a distorted geometry, with ωB97M-V/def2-TZVPD.

Geometry as XYZ:
```
29
Properties=species:S:1:pos:R:3
C -2.847 -2.619 0.051
C -2.086 -1.990 -1.118
C -1.656 -0.585 -0.766
O -0.906 -0.054 -1.868
C -0.168 1.087 -1.636
F -0.182 1.812 -2.804
C -0.772 1.969 -0.612
N -1.243 2.684 0.131
C 1.303 0.706 -1.305
C 2.252 1.611 -1.928
N 2.986 2.314 -2.448
C 1.566 0.617 0.202
C 1.911 1.749 0.926
C 2.107 1.617 2.289
C 1.963 0.369 2.870
C 1.616 -0.697 2.058
N 1.412 -0.596 0.740
H -3.079 -3.644 -0.206
H -2.271 -2.583 0.969
H -3.776 -2.076 0.194
H -2.763 -1.946 -1.966
H -1.215 -2.582 -1.377
H -2.550 0.009 -0.597
H -1.059 -0.625 0.142
H 1.444 -0.289 -1.708
H 2.023 2.713 0.462
H 2.366 2.479 2.879
H 2.119 0.229 3.925
H 1.504 -1.678 2.500
```

Computed properties:
Calculated total energy (a.u.): -803.80528
SMILES string: CCCO[C@@](F)(C#N)[C@@H](C#N)c1ccccn1
LUMO (eV): 0.370
Relative energy (zero: lowest compared OMol25 entry of this formula, charge and spin) (eV): 0.0674
Orbital gap (eV): 10.69
HOMO (eV): -10.3
M (g mol⁻¹): 233.2

Atom charges from the natural (NBO) analysis, given in e for atoms 1 to 2: number 1, C, carries -0.60; number 2, C, carries -0.41



Record 7
Computed, not measured: 2 unconnected molecules or ions with the total composition C12H12FN3O5S at a distorted geometry, with ωB97M-V/def2-TZVPD.

Geometry as XYZ:
```
34
Properties=species:S:1:pos:R:3
C 2.293 -1.163 -0.298
C 1.810 -1.770 0.916
C 0.770 -0.915 1.836
C -0.644 -1.000 1.095
C -1.420 -2.372 1.102
C -2.804 -2.510 0.368
S -3.711 -4.148 0.365
O -5.027 -3.896 -0.322
O -2.899 -5.252 -0.237
F -3.998 -4.509 1.998
C -3.426 -1.281 -0.399
C -2.587 0.014 -0.369
C -1.226 0.228 0.358
C -0.704 1.718 0.182
O 0.368 2.277 0.497
N -1.834 2.431 -0.466
C -2.831 1.452 -1.006
O -3.657 1.855 -1.849
H 1.557 -1.082 -1.181
H 3.350 -0.760 -0.453
H 2.071 -2.831 1.259
H 1.141 0.157 1.925
H 0.717 -1.397 2.878
H -0.984 -3.301 1.623
H -4.427 -1.313 -0.940
H -2.237 3.010 0.302
N 3.479 3.008 -0.067
C 4.299 3.392 -1.076
N 3.695 3.502 -2.286
O 5.487 3.623 -0.910
H 2.500 2.813 -0.184
H 3.890 2.915 0.847
H 4.270 3.786 -3.062
H 2.720 3.317 -2.444
```

Computed properties:
Calculated total energy (a.u.): -1502.70207
SMILES string: C=CCc1cc(S(=O)(=O)F)cc2c1C(=O)NC2=O.NC(N)=O
LUMO (eV): -2.239
Relative energy (zero: lowest compared OMol25 entry of this formula, charge and spin) (eV): 4.3915
Orbital gap (eV): 6.22
HOMO (eV): -8.5
M (g mol⁻¹): 329.3

Atom charges from the natural (NBO) analysis, given in e for atoms 1 to 2: number 1, C, carries -0.41; number 2, C, carries -0.17



Record 8
Computed, not measured: 2 unconnected molecules or ions with the total composition C12H12FNO4S at a distorted geometry, with ωB97M-V/def2-TZVPD.

Geometry as XYZ:
```
31
Properties=species:S:1:pos:R:3
O -1.284 0.944 -5.795
C -1.851 0.253 -4.921
C -1.604 0.317 -3.356
C -0.620 1.151 -2.502
C -0.681 0.935 -0.959
C -1.715 -0.076 -0.281
C -2.673 -0.910 -1.196
C -2.594 -0.697 -2.723
C -3.407 -1.330 -3.927
O -4.308 -2.191 -3.945
N -2.899 -0.771 -5.224
F -3.992 -0.221 -5.867
H 0.103 1.876 -3.002
H 0.029 1.541 -0.290
H -1.749 -0.218 0.859
H -3.424 -1.662 -0.796
O -0.187 0.661 2.601
S 0.944 -0.110 2.134
O 0.863 -0.973 0.978
C 2.335 0.989 1.936
C 3.010 0.992 3.301
C 3.013 -0.465 3.767
C 1.614 -1.030 3.515
H 1.989 1.975 1.625
H 2.991 0.563 1.173
H 4.020 1.404 3.249
H 2.432 1.602 4.003
H 3.749 -1.030 3.187
H 3.289 -0.552 4.820
H 1.648 -2.090 3.260
H 0.959 -0.875 4.374
```

Computed properties:
Calculated total energy (a.u.): -1318.00146
SMILES string: O=C1c2ccccc2C(=O)N1F.O=S1(=O)CCCC1
LUMO (eV): -0.966
Orbital gap (eV): 8.50
HOMO (eV): -9.5
M (g mol⁻¹): 285.3

Atom charges from the natural (NBO) analysis, given in e for atoms 1 to 2: number 1, O, carries -0.50; number 2, C, carries 0.63